The following is a DFT calculation (ωB97M-V/def2-TZVPD) of one molecule with the formula C5H11NO at a distorted geometry.

XYZ file:
```
18
Properties=species:S:1:pos:R:3:forces:R:3
C 0.796386 0.339365 -1.694834 -0.322 -0.624 0.478
O 0.421773 1.585445 -2.263313 -1.687 0.467 -0.407
C 1.244158 0.626792 -0.303552 -0.598 -0.654 0.893
C 0.008910 1.066080 0.438848 -0.342 2.090 0.779
C -0.903888 -0.035189 0.879486 -4.218 -2.529 0.791
C -0.795981 -2.508483 1.230092 0.808 3.276 -0.133
N -0.557452 -1.446165 0.484824 1.897 -1.957 4.008
H -0.002521 -0.425350 -1.726102 0.203 0.455 -0.041
H 1.662892 -0.105819 -2.132789 0.395 0.141 -1.476
H -0.484930 1.886582 -1.917157 2.220 -1.017 -0.713
H 1.749785 -0.187664 0.258141 -0.689 0.019 -0.588
H 2.012344 1.362277 -0.372153 0.283 1.064 0.015
H 0.307725 1.813684 1.203144 -0.186 -1.102 0.556
H -0.749265 1.725208 -0.039440 1.135 -0.117 -0.880
H -1.046223 -0.035744 2.023935 0.267 -0.097 -1.809
H -1.968742 0.022316 0.436259 1.302 0.998 0.809
H 0.114177 -2.878420 1.851415 -1.182 -0.902 -2.051
H -1.809147 -2.804915 1.643196 0.713 0.490 -0.231
```
Forces are in eV/Å.

The calculation puts the HOMO-LUMO gap at 7.91 eV. The charge is 0. Its SMILES is C=NCCCCO. The calculation puts the energy relative to the best compared isomer or geometry (same formula, charge and spin) at 119.6 kcal per mole. For the total energy, the calculation gives -326.94070 a.u. The value obtained for the HOMO energy is -8.09 eV.